Formula: C40H80KN3O6Sb
Source: the Open Molecules 2025 dataset
Level of theory: ωB97M-V/def2-TZVPD

XYZ file:
```
131
C40H80KN3O6Sb, DFT ωB97M-V/def2-TZVPD
K -0.09928 -0.36774 1.40681
C 1.11962 -2.03804 5.50361
N 0.79002 -0.75914 4.89811
C 0.33942 0.17156 5.91661
C 1.95602 -0.29414 4.15231
C 1.82892 1.08376 3.49631
N 1.69392 1.07246 2.04631
C 2.90822 0.57596 1.40251
C 2.73502 -0.18544 0.10971
C 3.42532 0.25846 -0.99659
C 3.49122 -0.47874 -2.17479
C 2.78822 -1.67024 -2.18759
C 2.07342 -2.17604 -1.10899
C 2.06052 -1.45324 0.12571
O 1.49592 -1.85254 1.20971
C 1.39472 -3.52434 -1.37079
C 0.67452 -4.10974 -0.15999
C 2.44442 -4.56664 -1.79919
C 0.35652 -3.35514 -2.49219
C 4.34782 -0.01434 -3.34269
C 5.82522 -0.06314 -2.92259
C 4.16952 -0.87554 -4.59729
C 3.97572 1.42506 -3.71169
C 1.36282 2.43306 1.63331
C 0.89862 2.68976 0.22381
C 1.65472 3.52186 -0.57539
C 1.16282 4.04996 -1.76519
C -0.12068 3.66296 -2.11519
C -0.93658 2.83086 -1.35769
C -0.43938 2.31556 -0.12179
O -1.11578 1.57846 0.70041
C -2.36638 2.67396 -1.89509
C -3.01348 4.07026 -1.96819
C -3.29748 1.81506 -1.03949
C -2.32048 2.04836 -3.30119
C 1.91232 5.16346 -2.49349
C 3.35862 4.77666 -2.82329
C 1.23922 5.56586 -3.81069
C 1.92182 6.38866 -1.56199
H 1.96072 -1.96654 6.21651
H 1.38252 -2.74684 4.72501
H 0.25322 -2.42614 6.03571
H 1.16072 0.55556 6.54571
H -0.37398 -0.33784 6.56341
H -0.17918 1.00556 5.45061
H 2.13322 -1.04574 3.38371
H 2.83382 -0.27104 4.82871
H 2.71312 1.69006 3.77671
H 0.94982 1.58506 3.89421
H 3.39142 -0.11714 2.09631
H 3.61132 1.41036 1.22821
H 3.96592 1.19296 -0.91769
H 2.80262 -2.26054 -3.08749
H 1.39192 -4.29624 0.63181
H 0.20422 -5.05494 -0.43709
H -0.09228 -3.42594 0.19441
H 3.20622 -4.66464 -1.02879
H 2.93972 -4.29634 -2.72739
H 1.96872 -5.53644 -1.94329
H -0.37598 -2.60234 -2.21239
H -0.16628 -4.29474 -2.66939
H 0.82172 -3.04354 -3.42409
H 6.11862 -1.08374 -2.68399
H 5.99412 0.54986 -2.04049
H 6.46502 0.30436 -3.72469
H 4.48222 -1.90234 -4.42259
H 4.77812 -0.47404 -5.40789
H 3.12942 -0.86764 -4.91549
H 4.19952 2.09516 -2.88929
H 2.91092 1.49056 -3.92689
H 4.53502 1.75596 -4.58799
H 2.22582 3.09996 1.83461
H 0.54042 2.76136 2.27731
H 2.63582 3.81306 -0.21549
H -0.54198 4.06566 -3.02039
H -3.02948 4.52086 -0.97759
H -4.03868 3.99276 -2.32919
H -2.47148 4.73666 -2.63279
H -3.27238 2.12936 -0.00269
H -3.02368 0.76896 -1.08959
H -4.32078 1.91016 -1.40519
H -1.74958 2.66566 -3.99099
H -3.32858 1.94096 -3.70309
H -1.85538 1.06496 -3.25649
H 3.37672 4.05326 -3.63269
H 3.86062 4.34506 -1.96349
H 3.92792 5.65156 -3.13749
H 1.13622 4.70486 -4.46769
H 1.84142 6.31586 -4.32359
H 0.25562 5.99336 -3.63249
H 2.44222 6.15996 -0.63499
H 0.90122 6.67546 -1.31489
H 2.41912 7.23366 -2.03939
O -1.71408 -2.30704 4.05911
H -0.95958 -2.86744 3.80431
H -1.29888 -1.45854 4.25071
O 0.41352 -3.72184 2.95401
H 0.81812 -3.08574 2.33331
H -0.08528 -4.32494 2.39801
O -1.91898 -0.91544 0.13861
H -1.45728 -0.97754 -0.71529
H -1.84808 0.05076 0.31811
O -0.16898 -0.18254 -1.90349
H 0.72562 -0.51664 -1.74469
H -0.16548 0.72576 -1.56489
N -1.77078 1.66896 3.60731
H -2.13858 2.58046 3.85611
H -2.55098 1.02236 3.65411
H -1.52308 1.72446 2.61861
C -5.61908 -3.72184 -0.61039
C -4.33608 -2.94074 -0.42059
Sb -3.30028 -3.01994 1.53571
C -4.34168 -4.81094 2.36371
C -5.77278 -4.69614 2.85301
C -4.48798 -1.50054 2.55431
C -5.86018 -1.20364 1.99381
H -5.99538 -3.59524 -1.62859
H -6.39278 -3.37464 0.06871
H -5.45808 -4.78574 -0.44609
H -4.50418 -1.88344 -0.61659
H -3.59418 -3.28154 -1.14229
H -3.70748 -5.10984 3.19891
H -4.26128 -5.59804 1.61071
H -5.86398 -3.89384 3.58261
H -6.08558 -5.62674 3.33701
H -6.46378 -4.50454 2.03451
H -3.86788 -0.60994 2.51351
H -4.54478 -1.81064 3.59511
H -5.79358 -0.89214 0.95411
H -6.34058 -0.39334 2.54721
H -6.50878 -2.07304 2.06021
```

Properties
Energy relative to the best compared isomer or geometry (same formula, charge and spin) ... 82.5 kJ/mol
E_tot ... -3028.1275 Eh
Net charge ... -1
Highest occupied orbital energy ... -4.518 eV
Orbital gap ... 6.695 eV